Entry from the OMol25 dataset: a cluster of 2 separate species, C4H14N2O in total (ωB97M-V/def2-TZVPD).

```
21
Properties=species:S:1:pos:R:3:mulliken_charge:R:1
N 0.96 -0.51 0.89 -0.323
H 2.27 3.67 -0.34 0.233
N 1.45 3.17 -0.01 -0.661
H 1.36 1.36 -1.09 0.242
H 0.50 -3.08 -1.29 0.372
H 2.23 -1.33 -0.58 0.273
H -0.58 -2.44 -0.05 0.294
C 1.70 1.71 -0.11 -0.279
H -0.17 1.26 0.79 0.229
C 0.48 -2.59 -0.31 -1.235
H -6.03 -1.85 -1.19 0.322
O -5.47 -1.29 -0.63 -0.646
H 2.76 1.50 0.04 0.320
H 1.18 1.26 1.94 0.345
H 0.73 3.46 -0.67 0.229
H 0.90 -3.17 0.53 0.299
C 1.17 -1.22 -0.36 -0.268
H 0.74 -0.68 -1.22 0.307
C 0.87 0.96 0.95 -0.647
H 1.67 -0.80 1.55 0.270
H -5.98 -0.48 -0.44 0.324
```

gap between HOMO and LUMO = 9.35 eV
energy above the lowest of the compared OMol25 structures with the same formula, charge and spin = 148.5 kJ/mol
charge = 0
SMILES = CCNCCN.O
multiplicity = 1
E = -9402.06758 eV

Entry from the OMol25 dataset: a structure of composition C36H56Cl12CuN4O12Pd (ωB97M-V/def2-TZVPD).

```
122
Properties=species:S:1:pos:R:3:lowdin_spin:R:1
C -0.44 -4.27 5.27 0.000
H 1.01 -0.25 -2.63 0.006
H -0.76 -4.38 6.31 0.000
Cl 6.62 1.88 4.19 0.000
C -0.52 -0.64 -1.15 0.012
H 2.80 -1.52 -3.03 0.000
H -0.46 -2.77 3.27 0.000
C -3.52 -0.77 5.65 0.000
H 1.03 5.91 -4.26 0.000
O -4.34 -1.07 -2.56 0.089
O -3.83 -0.24 2.93 0.000
C 4.85 0.43 2.64 0.001
O 2.09 4.79 -0.96 0.000
O -8.35 0.60 -4.07 0.202
H 1.22 3.45 -4.92 0.000
H -0.30 -0.96 -7.91 0.000
H 0.68 2.56 6.28 0.000
C -1.98 -1.47 -5.39 -0.001
H 0.24 0.36 -6.91 0.000
C 0.47 -1.57 -5.15 0.000
H -2.61 -0.94 6.23 0.000
H -1.54 3.14 -3.17 0.000
H 1.27 2.87 4.66 0.000
Cl 3.84 -2.43 -4.89 0.000
C 0.27 -0.28 1.29 0.412
N -3.64 0.56 5.05 0.000
Cl 0.04 -0.30 6.11 0.000
H -0.73 1.64 -3.50 0.000
C -0.81 -0.57 0.36 0.034
N -0.75 -1.16 -5.82 0.000
O -5.11 -0.67 0.09 -0.004
H 4.58 0.16 1.62 0.000
O -1.97 -0.71 0.67 0.104
H 0.13 -0.37 2.36 0.015
C -5.45 -0.62 -2.29 0.030
H 2.37 2.94 -1.76 0.000
H 4.29 -0.63 -3.39 0.000
Cl 7.20 1.48 -1.73 0.000
H 4.03 0.85 3.21 0.000
H 1.03 -0.67 -4.88 0.000
N -1.56 -4.00 4.41 0.000
O -2.18 -2.18 -4.41 0.001
H 0.28 -2.09 -4.21 0.000
C 4.56 -2.41 -2.24 0.000
O -1.38 -1.08 -1.91 0.050
C 0.78 -0.29 -1.58 0.118
C -2.79 -4.70 4.77 0.000
N 2.06 4.40 -3.19 0.000
H 2.10 2.37 -3.88 0.000
Pd -2.91 -2.56 -2.22 0.917
H 6.66 2.24 0.46 0.000
C 1.93 -3.04 0.77 0.000
C 4.93 2.65 -0.69 0.000
H 3.33 -2.01 2.07 0.001
C -2.91 1.42 -3.25 0.000
C 2.20 4.02 -1.90 0.000
C 3.84 -1.62 -3.30 0.000
H 5.60 -2.64 -2.47 0.000
H -2.76 1.05 -2.24 0.000
H 2.96 3.57 -4.85 0.000
H -6.05 -0.54 -4.36 0.014
H 0.90 0.52 4.00 0.000
O -2.40 -2.93 2.61 0.001
O 2.42 0.42 1.61 0.193
H 0.04 -5.24 5.12 0.000
C -1.47 -3.20 3.34 0.000
Cu -3.69 -1.71 1.41 0.014
Cl -1.62 2.48 -5.43 0.000
H 6.90 0.90 2.11 0.000
H -1.42 0.27 -7.17 0.000
C -0.56 -0.38 -7.02 0.000
C 1.80 0.07 -0.68 0.003
H 0.31 -3.48 5.21 0.000
C -1.66 2.18 -3.67 0.001
H -7.51 0.27 0.42 0.009
C 2.07 3.40 -4.23 0.000
H -3.09 0.59 -3.94 0.000
C -7.61 0.33 -3.11 0.026
H -2.96 1.61 6.70 0.000
C 1.54 0.06 0.81 0.041
Cl 0.21 -3.49 0.71 0.013
H 5.80 0.78 -0.01 0.000
H 2.17 -2.33 -0.02 0.000
C 6.10 1.77 -0.35 0.000
C -3.72 0.68 3.71 0.000
C 1.88 5.77 -3.59 0.000
H -0.64 1.20 4.49 0.000
C 0.35 0.92 4.85 0.000
C -8.02 0.54 -1.68 0.011
C -3.76 1.67 5.95 0.000
O 2.90 0.39 -1.17 0.006
Cl 2.79 1.54 5.90 0.000
C 1.14 2.09 5.41 0.000
H 2.45 -3.96 0.54 0.000
C -6.38 -0.27 -3.37 0.374
O -9.04 1.19 -1.42 0.075
Cl 2.46 -3.80 3.33 0.002
H -3.73 1.76 3.48 0.000
H 4.52 -1.83 -1.32 0.000
Cl -4.34 2.43 -3.25 0.011
C -7.22 0.09 -0.61 0.206
H -4.33 -0.83 6.38 0.000
H -3.57 2.63 5.48 0.000
H -4.69 1.66 6.52 0.000
H 4.12 2.65 0.04 0.000
C -5.92 -0.43 -0.81 0.003
H 5.77 2.27 2.05 0.000
H -2.81 -1.07 -5.97 0.000
H -2.74 -5.77 4.59 0.000
H -3.68 -1.56 4.93 0.000
Cl 3.78 -3.99 -1.99 0.000
H 1.94 6.48 -2.78 0.000
H -3.63 -4.35 4.18 0.000
C 2.36 -2.50 2.12 0.007
Cl 5.40 4.35 -0.86 0.000
H -2.98 -4.49 5.82 0.000
C 6.05 1.37 2.59 0.000
Cl 5.33 -1.07 3.57 0.000
H 1.13 -2.20 -5.72 0.000
H 1.68 -1.70 2.43 0.003
H 2.74 6.05 -4.22 0.000
H 4.47 2.29 -1.60 0.000
```

gap between HOMO and LUMO (spin up / spin down) = 7.06 / 4.29 eV
charge = 0
multiplicity = 4
expectation value of S² = 3.822
E = -267154.86701 eV

Entry from the OMol25 dataset: the molecule C3H6N2O3 (ωB97M-V/def2-TZVPD).

```
14
Properties=species:S:1:pos:R:3:mulliken_charge:R:1
H 2.70 1.66 -0.61 0.226
C -0.77 -1.02 -0.25 -0.259
O -1.41 1.51 0.42 -0.622
H -3.44 0.89 -0.12 0.404
C 2.11 -0.21 0.21 0.264
O -2.17 -0.62 -0.25 -0.292
H 2.43 -1.26 0.57 0.330
N 0.90 0.13 0.63 -0.196
C -2.40 0.72 -0.04 0.206
H -0.93 -2.17 -0.36 0.243
H -0.26 -0.53 -1.07 0.389
O -0.12 -0.76 0.94 -0.284
H 0.42 1.08 0.36 0.313
N 2.94 0.58 -0.44 -0.722
```

gap between HOMO and LUMO = 8.98 eV
energy above the lowest of the compared OMol25 structures with the same formula, charge and spin = 520.2 kJ/mol
charge = 0
SMILES = [H]/N=C\NOCOC=O
multiplicity = 1
E = -12326.83639 eV

Entry from the OMol25 dataset: a structure of composition C3DyF2LiO (ωB97M-V/def2-TZVPD).

```
8
Properties=species:S:1:pos:R:3:lowdin_spin:R:1
C -1.11 -0.69 -0.36 0.051
F -0.77 0.38 1.75 -0.008
Li 1.77 2.17 1.13 -0.024
O 1.50 0.05 -0.95 -0.265
Dy 0.23 -1.26 -2.31 5.735
C 1.07 0.42 0.18 -0.392
C -0.38 0.09 0.47 -0.097
F -2.30 -1.16 0.08 0.000
```

gap between HOMO and LUMO (spin up / spin down) = 5.86 / 8.62 eV
energy above the lowest of the compared OMol25 structures with the same formula, charge and spin = 0.0 kJ/mol
charge = +2
multiplicity = 6
expectation value of S² = 9.634
E = -34860.94291 eV

Entry from the OMol25 dataset: the molecule C4H9NO (ωB97M-V/def2-TZVPD).

```
15
Properties=species:S:1:pos:R:3:mulliken_charge:R:1
C -0.85 1.05 -0.75 -0.714
H 1.77 -0.21 1.23 0.412
H -0.07 -1.88 1.83 0.360
C 0.85 -0.31 0.64 0.313
O -1.43 0.04 -1.52 -0.549
H -0.73 -0.25 2.08 0.283
H -1.10 -1.14 0.60 0.341
H 1.32 1.55 -0.48 0.426
N 1.03 -0.60 -0.78 -0.672
H -0.90 2.01 -1.29 0.326
C 0.60 0.74 -0.38 -0.070
C -0.33 -0.94 1.33 -1.297
H 2.01 -0.62 -1.05 0.232
H -1.43 1.18 0.18 0.222
H -0.72 -0.62 -1.66 0.385
```

gap between HOMO and LUMO = 10.77 eV
energy above the lowest of the compared OMol25 structures with the same formula, charge and spin = 189.1 kJ/mol
charge = 0
SMILES = C[C@H]1N[C@H]1CO
multiplicity = 1
E = -7830.36056 eV

Entry from the OMol25 dataset: a structure of composition C19H36CeNO2P3 (ωB97M-V/def2-TZVPD).

```
62
Properties=species:S:1:pos:R:3:mulliken_charge:R:1
H 2.94 -3.07 -0.26 0.413
C -3.55 -2.06 -0.80 -1.356
H 2.58 -0.40 -2.67 1.260
C -2.88 -2.35 1.97 -1.060
H -1.48 3.38 2.07 0.326
C 0.13 -0.43 3.09 0.368
C -0.65 -1.53 -2.70 -0.932
C 0.05 -0.17 4.50 -1.192
H -1.08 1.85 -3.02 1.284
H -4.21 -2.89 -0.54 0.509
H 3.78 0.78 -1.43 0.360
C 3.50 -2.19 -0.59 -1.341
H -3.46 -3.28 1.95 0.481
N 0.20 -0.73 1.97 -0.132
C -2.49 3.08 -0.91 -1.237
C 0.84 0.85 -2.89 -0.600
H 4.04 1.46 0.20 0.397
Ce 0.03 -0.13 -0.76 0.040
H 0.92 -0.63 4.99 0.384
C -0.57 0.90 -2.93 -0.925
H 0.02 3.53 -2.40 0.395
C 1.35 1.57 0.85 -0.084
H 3.23 -0.14 2.63 0.334
C 0.75 -1.57 -2.65 -0.690
O 1.91 2.18 1.68 -0.196
H -4.10 -1.12 -0.73 0.369
P -2.11 -2.05 0.34 0.948
H -2.64 4.15 -1.11 0.538
P -0.82 2.86 -0.21 0.703
H -0.69 -3.99 0.75 0.405
H -3.56 -1.53 2.23 0.444
H -2.40 -0.24 -2.89 0.689
C 0.13 3.90 -1.37 -1.305
H -2.22 -4.44 -0.06 0.523
C -1.99 0.62 0.87 -0.080
H -0.89 -3.71 -1.01 0.356
C -0.90 3.89 1.29 -0.935
H -0.87 -0.60 4.91 0.380
H -1.39 4.84 1.06 0.459
H 1.42 1.77 -3.00 0.712
H 1.19 3.91 -1.10 0.394
H -3.22 -2.21 -1.84 0.369
C 1.50 -0.38 -2.75 -0.853
H 4.56 -2.32 -0.35 0.527
H -2.59 2.52 -1.84 0.339
H 5.06 0.12 -0.39 0.513
P 2.87 -0.70 0.28 0.932
H -3.26 2.75 -0.20 0.448
H 3.40 -2.08 -1.68 0.416
H -0.27 4.92 -1.33 0.501
H -1.23 -2.43 -2.56 1.241
H -2.11 -2.44 2.74 0.333
C -1.32 -0.29 -2.84 -0.553
H 3.08 -1.90 2.37 0.401
H 0.12 4.10 1.66 0.449
H 0.05 0.92 4.71 0.353
H 1.26 -2.53 -2.52 0.613
C 4.05 0.54 -0.40 -1.280
C 3.51 -0.97 1.97 -1.152
O -2.74 0.93 1.72 -0.208
H 4.60 -1.07 1.97 0.515
C -1.41 -3.70 -0.04 -1.308
```

gap between HOMO and LUMO (spin up / spin down) = 6.40 / 6.40 eV
charge = +4
multiplicity = 1
E = -66623.46734 eV